(1)
19
Properties=species:S:1:pos:R:3:forces:R:3:nbo_charge:R:1 method="wB97M-V/def2-TZVPD" s_squared=8.792 e_lumo_ev="-3.36 / -6.43" energy_ev=-19913.5629 homo_lumo_gap_ev="5.6 / 6.3" multiplicity=6 de_lowest_kcal_mol=0.0 charge=+1
O 2.367 -0.344 0.116 -0.6 -2.2 0.0 -0.6823
Rh 2.711 1.503 0.428 0.8 1.9 0.5 0.4214
C 1.575 -2.535 -0.269 0.4 -0.5 0.4 -0.4148
C 1.435 -1.221 0.021 -0.7 0.3 -0.1 0.5812
O 0.167 -0.644 0.200 0.7 0.6 -0.4 -0.6384
C -1.004 -1.404 -0.071 -0.5 -0.7 -0.2 -0.1034
C -2.186 -0.536 0.281 -0.3 -0.2 0.3 -0.0994
O -2.008 0.733 -0.344 0.6 -0.1 0.0 -0.6582
C -3.182 1.538 -0.355 -0.7 0.4 0.0 -0.2642
Mg -0.042 1.499 -0.222 -0.3 0.0 -0.2 0.9068
H 0.772 -3.149 -0.664 0.1 0.2 0.4 0.2261
H 2.507 -3.020 0.015 0.0 0.2 -0.7 0.2509
H -1.024 -2.312 0.546 0.0 0.2 -0.1 0.2244
H -1.025 -1.689 -1.133 0.0 0.1 0.2 0.2065
H -2.267 -0.393 1.369 0.0 -0.1 -0.2 0.2021
H -3.108 -1.008 -0.087 0.2 0.1 0.1 0.2212
H -2.895 2.535 -0.708 -0.1 -0.3 0.1 0.2172
H -3.921 1.101 -1.040 0.2 0.1 0.2 0.2049
H -3.604 1.609 0.657 0.1 0.0 -0.3 0.1982

(2)
67
Properties=species:S:1:pos:R:3:forces:R:3:nbo_charge:R:1 method="wB97M-V/def2-TZVPD" s_squared=6.075 e_lumo_ev="-3.23 / -4.76" energy_ev=-101895.5898 homo_lumo_gap_ev="7.2 / 6.0" multiplicity=5 de_lowest_kcal_mol=87.1 charge=+1
Ru -1.273 -0.006 -0.788 0.2 0.3 0.1 0.7194
C 0.610 3.080 2.023 0.1 -0.1 0.0 -0.6919
C -0.657 2.304 1.669 0.2 -0.4 0.3 0.3449
N -0.633 1.651 0.523 -0.2 0.3 -0.5 -0.3005
N 0.447 2.187 -0.233 0.0 0.2 0.0 -0.3635
C 0.382 2.177 -1.504 0.1 -0.3 0.1 -0.0507
S -0.849 1.400 -2.479 0.0 0.3 0.0 -0.0451
S 1.741 2.897 -2.392 0.0 0.1 0.0 0.2749
C 3.130 1.893 -1.770 0.0 -0.1 -0.1 -0.5187
C 3.449 1.970 -0.306 0.0 0.0 0.0 -0.0653
C 3.880 3.160 0.272 0.0 0.0 0.0 -0.1975
C 4.209 3.209 1.618 0.0 0.0 0.0 -0.2063
C 4.119 2.064 2.401 0.0 0.0 0.0 -0.2171
C 3.690 0.874 1.832 0.0 0.0 0.0 -0.2307
C 3.350 0.832 0.486 0.0 0.0 0.0 -0.1529
C -1.697 2.425 2.778 -0.1 0.2 -0.2 -0.1190
C -1.499 3.526 3.605 0.0 0.1 0.0 -0.1727
C -2.243 3.832 4.752 0.0 0.0 0.0 -0.1186
C -3.302 3.020 5.168 0.0 0.0 -0.1 -0.2197
C -3.636 1.988 4.351 -0.1 0.0 0.1 -0.1629
C -2.934 1.680 3.113 0.1 -0.2 -0.2 0.4220
O -3.461 0.808 2.419 0.6 -0.2 -0.5 -0.5170
H 1.471 2.621 1.557 0.0 0.0 -0.1 0.2865
H 0.781 3.069 3.093 -0.1 0.1 0.0 0.2211
H 0.572 4.108 1.661 0.0 0.0 0.0 0.2447
H 3.961 2.277 -2.365 0.0 0.0 0.0 0.2470
H 2.962 0.859 -2.072 0.0 0.0 0.0 0.2177
H 3.953 4.054 -0.335 0.0 0.0 0.0 0.2209
H 4.547 4.139 2.055 0.0 0.0 0.0 0.2217
H 4.389 2.101 3.448 0.0 0.0 0.0 0.2206
H 3.618 -0.021 2.436 0.0 0.0 0.0 0.2151
H 2.996 -0.093 0.045 0.0 0.1 0.0 0.1948
H -0.734 4.249 3.386 0.1 -0.1 -0.1 0.2317
H -1.967 4.713 5.314 0.0 0.0 0.0 0.2272
H -3.856 3.234 6.072 0.0 0.0 0.0 0.2371
H -4.488 1.348 4.537 0.0 0.0 0.0 0.2336
Cl -7.163 0.355 -3.512 0.0 0.0 0.0 0.1417
C -5.758 -0.243 -2.801 -0.1 0.1 0.1 0.0581
C -5.427 -0.094 -1.417 -0.2 -0.5 -0.1 -0.3036
C -4.247 -0.754 -1.265 -0.4 0.7 -0.5 -0.0900
Cl -3.315 -0.732 0.149 -0.9 -0.2 1.1 0.2003
C -2.952 -3.841 0.236 0.0 -0.3 0.0 0.4899
O -2.633 -4.914 0.343 0.0 0.0 0.0 -0.4865
C -3.794 -1.228 -2.568 0.2 0.0 0.3 -0.0425
Cl -2.207 -1.865 -2.726 0.2 0.2 0.1 0.1103
C -4.728 -0.936 -3.508 0.1 -0.1 -0.1 -0.3192
H -6.023 0.394 -0.665 0.0 0.0 0.0 0.2590
H -4.711 -1.148 -4.563 0.0 0.0 0.0 0.2594
O 0.712 -1.017 -0.740 -0.1 -0.2 0.1 -0.7264
C 1.262 -2.103 -1.000 0.0 0.0 0.1 0.7300
C 2.278 -2.205 -2.109 0.0 0.0 0.0 -0.5215
C 2.022 -3.308 -3.173 0.0 0.0 0.0 -0.4023
C 0.820 -4.218 -2.915 0.0 0.0 0.0 -0.4004
C 1.023 -5.190 -1.754 0.0 0.0 0.0 -0.4126
C 1.621 -4.497 -0.532 0.0 0.0 0.0 -0.2269
N 1.010 -3.196 -0.277 0.0 0.0 0.0 -0.5835
H 3.254 -2.346 -1.636 0.0 0.0 0.0 0.2437
H 2.298 -1.223 -2.578 0.0 0.0 0.0 0.2460
H 2.919 -3.921 -3.280 0.0 0.0 0.0 0.2155
H 1.878 -2.813 -4.133 0.0 0.0 0.0 0.2294
H 0.598 -4.783 -3.821 0.0 0.0 0.0 0.2333
H -0.065 -3.603 -2.725 0.0 0.0 0.0 0.1870
H 1.707 -5.987 -2.053 0.0 0.0 0.0 0.2213
H 0.075 -5.667 -1.496 0.0 0.0 0.0 0.2164
H 2.693 -4.346 -0.670 0.0 0.0 0.0 0.2050
H 1.506 -5.098 0.368 0.0 0.0 0.0 0.2282
H 0.317 -3.101 0.450 0.0 0.0 0.0 0.4105